{"formula": "C4H10ClN2OP", "method": "ωB97M-V/def2-TZVPD", "de_lowest_kcal_mol": 0.0, "total_charge": 0, "e_lumo_ev": [-0.6, -2.1], "gap_ev": [8.352, 7.100], "fmax_ev_per_a": 3.48, "species": ["C", "C", "C", "C", "N", "N", "O", "P", "Cl", "H", "H", "H", "H", "H", "H", "H", "H", "H", "H"], "positions_angstrom": [[-0.3785, -0.3290, -0.9917], [-1.4878, 0.0511, 0.1180], [0.7296, -2.2550, 0.0156], [-0.9541, 2.4228, 0.5996], [0.7966, -0.9245, -0.4494], [-1.1078, 1.0780, 1.0119], [3.0103, -0.9808, 0.7841], [1.9296, -0.0472, 0.4835], [2.7506, 1.2682, -0.8898], [-0.9084, -0.9887, -1.6043], [0.1028, 0.5444, -1.6032], [-2.4003, 0.3420, -0.4802], [-1.6788, -0.7625, 0.7367], [0.2734, -2.2365, 0.9889], [0.2325, -2.9796, -0.6575], [1.7066, -2.6752, 0.2835], [-0.0606, 2.5634, 0.0933], [-1.8193, 2.8559, 0.1214], [-0.7365, 3.0531, 1.4397]]}